1.
# C46H57Cl16N5O10

13 unconnected molecules or ions with the total composition C46H57Cl16N5O10 in a non-equilibrium geometry (the ωB97M-V functional and the def2-TZVPD basis, the Open Molecules 2025 dataset).

Geometry as XYZ:
```
134
C46H57Cl16N5O10 the ωB97M-V functional and the def2-TZVPD basis
Cl 1.991 -4.328 0.507
C 1.122 -5.184 1.782
C 1.520 -4.609 3.128
Cl 1.041 -2.880 3.245
H 1.377 -6.223 1.584
H 0.067 -5.056 1.548
H 2.586 -4.584 3.342
H 1.109 -5.130 3.993
Cl -0.671 -4.119 6.637
C -2.111 -4.480 5.629
C -2.905 -3.240 5.295
Cl -2.045 -2.077 4.292
H -2.700 -5.103 6.296
H -1.826 -4.953 4.691
H -3.131 -2.777 6.258
H -3.850 -3.453 4.799
Cl 4.281 2.363 2.745
C 4.363 2.984 1.089
C 5.411 4.060 0.972
Cl 7.043 3.521 1.319
H 3.366 3.297 0.788
H 4.614 2.124 0.464
H 5.137 4.850 1.673
H 5.390 4.531 -0.011
Cl 4.114 2.491 -6.601
C 4.383 1.020 -5.589
C 3.065 0.269 -5.353
Cl 1.882 1.293 -4.526
H 4.821 1.307 -4.639
H 5.057 0.362 -6.132
H 3.288 -0.518 -4.634
H 2.666 -0.128 -6.281
Cl -5.049 -1.707 1.811
C -5.567 -0.198 1.041
C -5.620 1.002 1.963
Cl -4.011 1.515 2.563
H -6.548 -0.299 0.579
H -4.852 0.006 0.245
H -6.108 0.724 2.898
H -6.116 1.884 1.573
Cl -0.984 3.253 -1.244
C -2.682 3.684 -1.015
C -3.568 2.502 -1.394
Cl -5.252 2.885 -0.954
H -2.853 4.634 -1.514
H -2.706 3.904 0.052
H -3.339 1.632 -0.788
H -3.499 2.278 -2.452
Cl 6.907 -0.678 4.222
C 6.472 -2.373 3.992
C 5.895 -2.679 2.602
Cl 5.593 -4.427 2.459
H 5.705 -2.663 4.710
H 7.343 -3.001 4.164
H 6.628 -2.375 1.858
H 4.977 -2.123 2.423
Cl -4.605 -5.314 1.880
C -3.570 -5.014 0.458
C -2.608 -3.942 0.820
Cl -1.557 -3.564 -0.611
H -4.309 -4.756 -0.297
H -3.083 -5.934 0.137
H -1.916 -4.088 1.643
H -3.152 -3.017 0.997
C -1.564 0.480 -5.224
C -0.992 1.593 -4.627
C -1.554 2.833 -4.882
C -2.598 3.019 -5.776
C -3.165 1.896 -6.374
C -2.698 0.646 -6.020
N -3.077 4.371 -6.089
O -2.587 5.323 -5.507
O -3.967 4.464 -6.916
H -1.124 -0.493 -5.042
H -0.133 1.598 -3.972
H -1.122 3.739 -4.474
H -3.927 1.998 -7.134
H -3.135 -0.220 -6.501
C 3.828 0.562 5.709
C 3.675 0.958 7.027
C 2.611 0.483 7.764
C 1.665 -0.369 7.191
C 1.792 -0.696 5.865
C 2.877 -0.244 5.107
N 0.469 -0.711 7.963
O -0.450 -1.239 7.382
O 0.429 -0.388 9.128
H 4.697 0.887 5.150
H 4.381 1.659 7.451
H 2.529 0.792 8.797
H 1.083 -1.317 5.332
H 3.008 -0.502 4.065
C -5.085 -3.968 -5.271
C -5.524 -2.794 -5.835
C -5.383 -1.620 -5.121
C -4.721 -1.610 -3.899
C -4.269 -2.799 -3.323
C -4.407 -3.976 -4.055
N -4.451 -0.312 -3.263
O -4.977 0.698 -3.667
O -3.589 -0.324 -2.389
H -5.138 -4.865 -5.875
H -6.037 -2.735 -6.785
H -5.731 -0.694 -5.563
H -3.681 -2.726 -2.418
H -4.010 -4.883 -3.622
C 3.719 2.779 -1.216
C 2.488 3.204 -0.719
C 2.163 4.541 -0.761
C 3.049 5.495 -1.272
C 4.290 5.061 -1.707
C 4.660 3.720 -1.592
N 2.660 6.897 -1.342
O 3.526 7.685 -1.656
O 1.506 7.178 -1.135
H 4.138 1.787 -1.090
H 1.822 2.471 -0.281
H 1.189 4.884 -0.438
H 4.968 5.823 -2.068
H 5.660 3.425 -1.881
C -1.570 -0.266 -0.362
C -0.684 0.009 -1.407
C 0.664 0.256 -1.157
C 1.111 0.037 0.147
C 0.252 -0.286 1.179
C -1.114 -0.415 0.942
N 2.574 0.086 0.370
O 3.023 -0.358 1.410
O 3.242 0.655 -0.471
H -2.633 -0.270 -0.568
H -1.155 0.229 -2.357
H 1.346 0.488 -1.960
H 0.545 -0.400 2.212
H -1.808 -0.611 1.748
```

LUMO energy: -1.25 eV
E_HOMO: -9.333 eV
Kohn-Sham gap: 0.2969 hartree

---

2.
# C3H6O

C3H6O in the gas phase in a non-equilibrium geometry (the ωB97M-V functional and the def2-TZVPD basis, the Open Molecules 2025 dataset).

Geometry as XYZ:
```
10
C3H6O the ωB97M-V functional and the def2-TZVPD basis
C 1.252 -0.136 -0.187
C -0.222 0.526 0.207
C -1.448 -0.371 0.131
O -1.478 -1.456 -0.401
H 1.086 -1.197 -0.337
H 1.983 0.093 0.589
H 1.742 0.219 -1.139
H -0.316 1.090 1.159
H 0.058 1.113 -0.640
H -2.363 -0.001 0.671
```

LUMO energy: 1.00 eV
E_HOMO: -9.938 eV
Kohn-Sham gap: 0.4018 hartree

---

3.
# C36H50As2BF4N2O8RuS5Se3

A molecular structure, C36H50As2BF4N2O8RuS5Se3 in a non-equilibrium geometry (the ωB97M-V functional and the def2-TZVPD basis, the Open Molecules 2025 dataset).

Geometry as XYZ:
```
112
C36H50As2BF4N2O8RuS5Se3 the ωB97M-V functional and the def2-TZVPD basis
Ru -0.109 0.722 0.140
S 7.153 0.954 -0.434
C 5.516 0.928 -0.320
S 4.533 -0.329 -1.003
C 2.997 0.318 -0.489
C 3.023 1.461 0.188
S 1.523 2.205 0.745
S 4.593 2.154 0.488
S 1.497 -0.544 -0.776
C -1.355 -2.114 2.679
Se 0.114 -1.476 1.580
C 1.045 -0.531 2.998
C 0.176 0.500 3.689
Se -0.775 1.688 2.477
C -2.577 1.003 2.708
H -0.903 -2.746 3.443
H -1.983 -2.715 2.024
H -1.943 -1.329 3.139
H 1.888 -0.066 2.485
H 1.431 -1.255 3.719
H 0.791 1.137 4.326
H -0.586 0.041 4.317
H -2.719 0.732 3.753
H -2.738 0.151 2.054
H -3.253 1.807 2.438
F -4.383 2.782 0.648
B -3.202 3.459 0.351
F -2.181 2.406 0.202
F -3.269 4.125 -0.849
F -2.789 4.256 1.391
C 0.426 -6.926 -2.337
C 0.413 -6.884 -0.811
C 1.645 -6.218 -0.192
C 1.551 -4.705 -0.072
N 1.420 -4.042 -1.360
C 0.303 -3.454 -1.840
Se -1.343 -3.368 -1.026
N 0.616 -2.917 -3.042
C -0.291 -2.083 -3.827
C -1.308 -2.888 -4.621
C -0.679 -3.788 -5.683
C -0.189 -3.019 -6.906
C 1.957 -3.145 -3.324
C 2.747 -2.810 -4.410
C 4.078 -3.196 -4.362
C 4.599 -3.890 -3.265
C 3.801 -4.236 -2.186
C 2.469 -3.854 -2.246
H -0.428 -7.483 -2.720
H 1.333 -7.411 -2.705
H 0.380 -5.929 -2.777
H 0.351 -7.908 -0.435
H -0.488 -6.365 -0.470
H 2.534 -6.487 -0.769
H 1.805 -6.598 0.820
H 2.440 -4.294 0.413
H 0.679 -4.408 0.516
H 0.335 -1.479 -4.485
H -0.786 -1.409 -3.119
H -1.988 -2.175 -5.100
H -1.903 -3.475 -3.918
H -1.411 -4.533 -5.999
H 0.150 -4.348 -5.240
H -1.010 -2.470 -7.371
H 0.234 -3.684 -7.659
H 0.583 -2.291 -6.651
H 2.353 -2.266 -5.254
H 4.728 -2.953 -5.191
H 5.645 -4.163 -3.256
H 4.202 -4.772 -1.338
C 3.928 2.184 -4.997
O 2.554 2.579 -4.835
C 1.873 1.841 -3.952
O 2.344 0.937 -3.317
C 0.461 2.316 -3.777
C -0.243 2.900 -4.740
As -2.067 3.672 -4.585
C -2.688 3.015 -6.325
C -2.807 2.211 -3.491
C -2.149 1.672 -2.482
As -0.322 2.125 -1.987
C -0.321 4.004 -1.520
C -2.650 0.639 -1.524
O -1.844 -0.102 -0.955
O -3.938 0.592 -1.383
C -4.503 -0.328 -0.432
C -4.234 1.927 -3.866
O -5.020 2.811 -4.076
O -4.473 0.626 -4.019
C -5.836 0.300 -4.335
C 0.314 3.149 -6.114
O 0.453 4.250 -6.574
O 0.524 2.006 -6.773
C 1.043 2.177 -8.103
H 4.366 2.935 -5.647
H 3.981 1.196 -5.451
H 4.430 2.161 -4.032
H -2.219 3.627 -7.094
H -3.766 3.158 -6.367
H -2.439 1.966 -6.478
H -0.962 4.600 -2.167
H 0.716 4.327 -1.607
H -0.656 4.101 -0.491
H -5.036 0.285 0.289
H -3.718 -0.920 0.035
H -5.184 -0.971 -0.983
H -5.833 -0.765 -4.547
H -6.178 0.869 -5.198
H -6.471 0.525 -3.480
H 1.176 1.172 -8.490
H 1.990 2.711 -8.066
H 0.338 2.737 -8.715
```

LUMO energy (spin up / spin down): -0.84 / -1.14 eV
E_HOMO (spin up / spin down): -6.869 / -6.834 eV
Kohn-Sham gap (spin up / spin down): 0.2216 / 0.2092 hartree
spin multiplicity: 2
<S²>: 0.761

---

4.
# C20H16AuNO5P

A molecular structure, C20H16AuNO5P in a non-equilibrium geometry (the ωB97M-V functional and the def2-TZVPD basis, the Open Molecules 2025 dataset).

Geometry as XYZ:
```
44
C20H16AuNO5P the ωB97M-V functional and the def2-TZVPD basis
Au -0.350 -2.582 -1.017
N 1.690 -2.482 -0.966
C 2.276 -1.167 -1.247
C 3.646 -1.090 -1.415
C 4.275 0.133 -1.608
C 3.524 1.291 -1.606
C 2.151 1.228 -1.401
C 1.494 0.019 -1.199
P -0.343 -0.056 -0.927
C -0.478 -0.285 0.912
C -1.673 -0.926 1.423
C -1.796 -1.239 2.893
C -0.742 -0.801 3.748
C 0.367 -0.151 3.188
C 0.511 0.091 1.821
C -0.948 1.682 -1.034
C -1.166 2.476 0.086
C -1.624 3.779 -0.055
C -1.877 4.304 -1.315
C -1.672 3.517 -2.440
C -1.214 2.216 -2.296
H 2.124 -3.254 -1.473
H 1.913 -2.805 -0.019
H 4.238 -1.999 -1.406
H 5.347 0.173 -1.755
H 4.001 2.252 -1.757
H 1.586 2.152 -1.389
H -2.457 -1.179 0.750
H -2.991 -1.952 3.347
H -0.796 -0.981 4.813
H 1.165 0.169 3.850
H 1.414 0.587 1.478
H -0.980 2.082 1.076
H -1.787 4.385 0.828
H -2.237 5.320 -1.420
H -1.872 3.914 -3.428
H -1.060 1.608 -3.182
O -3.979 -2.676 0.608
C -2.821 -2.672 0.246
O -2.400 -2.655 -0.975
C -1.645 -2.624 1.391
O -2.123 -2.641 2.809
O -0.410 -2.644 1.112
O -0.282 -4.515 -1.047
```

LUMO energy (spin up / spin down): 2.52 / 2.51 eV
E_HOMO (spin up / spin down): -2.009 / -4.144 eV
net charge: -1
Kohn-Sham gap (spin up / spin down): 0.1666 / 0.2446 hartree
spin multiplicity: 3
<S²>: 2.187

---

5.
# C7H8

C7H8 in the gas phase (the ωB97M-V functional and the def2-TZVPD basis, the Open Molecules 2025 dataset).

Geometry as XYZ:
```
15
C7H8 the ωB97M-V functional and the def2-TZVPD basis
C -0.941 -0.709 -1.060
C -0.088 -0.016 0.021
C -0.926 0.235 1.290
C 1.083 -0.857 0.346
C 2.065 -1.510 0.585
C 0.441 1.258 -0.507
C 0.921 2.269 -0.951
H -0.345 -0.889 -1.958
H -1.794 -0.075 -1.325
H -1.313 -1.667 -0.685
H -1.300 -0.716 1.683
H -0.323 0.719 2.062
H -1.779 0.880 1.054
H 2.942 -2.082 0.792
H 1.356 3.161 -1.344
```

LUMO energy: 0.97 eV
E_HOMO: -9.931 eV
Kohn-Sham gap: 0.4005 hartree

---

6.
# C5H11NO

C5H11NO in the gas phase in a non-equilibrium geometry (the ωB97M-V functional and the def2-TZVPD basis, the Open Molecules 2025 dataset).

Geometry as XYZ:
```
18
C5H11NO the ωB97M-V functional and the def2-TZVPD basis
C -1.351 -1.261 -0.893
C -0.504 -0.081 -0.539
C -0.380 0.484 0.942
C 1.125 0.746 0.983
C 2.175 -0.320 1.247
O 3.281 0.029 1.082
N -0.797 0.995 -1.477
H -2.089 -1.506 -0.114
H -0.714 -2.319 -0.890
H -1.908 -1.276 -1.769
H 0.542 -0.463 -0.603
H -1.200 1.328 1.064
H -0.579 -0.299 1.741
H 1.409 1.140 0.042
H 1.364 1.591 1.661
H 1.799 -1.285 1.346
H -1.796 1.150 -1.428
H -0.377 1.349 -2.394
```

LUMO energy: 0.94 eV
E_HOMO: -8.925 eV
Kohn-Sham gap: 0.3625 hartree

---

7.
# C4H5N3

C4H5N3 in the gas phase in a non-equilibrium geometry (the ωB97M-V functional and the def2-TZVPD basis, the Open Molecules 2025 dataset).

Geometry as XYZ:
```
12
C4H5N3 the ωB97M-V functional and the def2-TZVPD basis
C 0.247 0.956 -0.007
C 0.342 -0.519 -0.296
C -1.051 0.932 0.751
C 1.430 -1.280 -0.160
N -1.914 -0.542 -0.719
N -0.818 -1.038 -0.977
N -2.073 0.278 0.338
H 1.068 1.332 0.603
H 0.170 1.538 -0.932
H -1.172 1.539 1.639
H 1.404 -2.325 -0.422
H 2.366 -0.873 0.180
```

LUMO energy: -0.60 eV
E_HOMO: -9.294 eV
Kohn-Sham gap: 0.3195 hartree

---

8.
# C15H15F6N2O8P2S3

2 unconnected molecules or ions with the total composition C15H15F6N2O8P2S3 in a non-equilibrium geometry (the ωB97M-V functional and the def2-TZVPD basis, the Open Molecules 2025 dataset).

Geometry as XYZ:
```
51
C15H15F6N2O8P2S3 the ωB97M-V functional and the def2-TZVPD basis
C -3.265 -2.157 0.843
C -2.141 -1.266 0.359
O -1.766 -1.315 -0.784
N -1.607 -0.349 1.335
C -2.382 0.906 1.460
C -0.207 -0.190 1.237
C 0.465 0.635 0.341
P -0.478 1.630 -0.903
O -0.779 3.004 -0.428
C 1.843 0.761 0.342
C 2.548 1.710 -0.617
C 2.723 1.174 -2.064
O 2.695 2.304 -2.936
C 4.091 0.522 -2.314
F 4.135 -0.716 -1.793
F 5.111 1.251 -1.868
F 4.255 0.377 -3.632
C 2.611 0.051 1.257
P 4.424 0.179 1.405
S 4.860 1.787 2.447
C 1.941 -0.791 2.112
C 0.566 -0.914 2.108
C 0.131 -1.927 3.162
O -0.944 -2.443 3.260
N 1.297 -2.081 4.012
S 1.170 -0.637 5.031
C 2.450 -1.738 3.190
O 3.547 -2.197 3.366
H -3.713 -1.693 1.731
H -2.883 -3.119 1.182
H -4.051 -2.238 0.095
H -3.229 0.697 2.119
H -1.781 1.651 1.980
H -2.726 1.318 0.510
H -1.641 0.917 -1.259
H 0.327 1.593 -2.065
H 1.940 2.619 -0.665
H 3.513 2.023 -0.211
H 1.914 0.533 -2.405
H 2.972 3.078 -2.439
H 5.066 0.134 0.162
H 4.818 -0.941 2.153
H 1.010 -1.199 6.252
C -5.639 -0.243 -3.715
F -5.867 -1.026 -4.781
F -5.823 1.025 -4.119
F -6.609 -0.511 -2.822
S -3.955 -0.511 -3.009
O -3.066 -0.175 -4.098
O -3.969 -1.909 -2.643
O -3.901 0.409 -1.882
```

LUMO energy: 0.77 eV
E_HOMO: -6.204 eV
net charge: -1
Kohn-Sham gap: 0.2561 hartree

---

9.
# C33H21Cl5InN9O4S3

A molecular structure, C33H21Cl5InN9O4S3 (the ωB97M-V functional and the def2-TZVPD basis, the Open Molecules 2025 dataset).

Geometry as XYZ:
```
76
C33H21Cl5InN9O4S3 the ωB97M-V functional and the def2-TZVPD basis
In -0.144 -0.032 0.173
Cl -1.900 -6.679 1.086
C -1.987 -5.004 0.653
C -1.081 -4.124 1.238
C -1.116 -2.778 0.913
N -0.239 -1.798 1.409
C 0.384 -1.846 2.585
O 0.447 -2.763 3.399
C 1.090 -0.534 2.921
C 1.827 -0.439 4.089
C 2.459 0.758 4.383
C 2.341 1.823 3.502
C 1.594 1.648 2.354
N 0.969 0.501 2.083
C -2.102 -2.299 0.011
C -2.997 -3.186 -0.558
C -2.933 -4.540 -0.242
Cl -4.066 -5.616 -0.986
N -2.092 -0.914 -0.186
C -3.201 -0.179 -0.310
O -4.333 -0.529 -0.622
C -2.974 1.275 0.090
C -4.030 2.169 0.018
C -3.844 3.467 0.460
C -2.607 3.831 0.972
C -1.602 2.882 1.004
N -1.777 1.633 0.575
H -0.383 -4.485 1.975
H 1.883 -1.309 4.725
H 3.043 0.859 5.288
H 2.826 2.771 3.687
H 1.505 2.436 1.617
H -3.761 -2.827 -1.229
H -4.970 1.814 -0.381
H -4.651 4.187 0.401
H -2.416 4.830 1.337
H -0.618 3.130 1.384
N 2.285 -3.880 1.246
C 3.136 -2.838 1.473
N 3.179 -1.762 0.734
C 4.188 -0.922 1.165
C 4.896 -1.352 2.236
S 4.316 -2.897 2.742
C 4.419 0.340 0.444
C 5.636 0.845 0.127
S 5.450 2.345 -0.708
C 3.728 2.174 -0.567
N 3.334 1.096 0.043
N 2.856 3.141 -1.005
H 1.492 -3.630 0.671
H 2.015 -4.408 2.063
H 5.691 -0.844 2.756
H 6.604 0.411 0.313
H 3.251 3.817 -1.641
H 1.985 2.738 -1.346
O -5.746 2.365 -4.269
C -4.919 3.092 -3.493
O -5.288 4.142 -3.042
C -3.563 2.525 -3.212
C -2.608 3.399 -2.698
C -1.363 2.932 -2.328
C -1.050 1.579 -2.458
S 0.536 0.974 -1.944
C -1.991 0.711 -3.002
C -3.243 1.181 -3.370
H -5.296 1.580 -4.602
H -2.873 4.441 -2.573
H -0.629 3.609 -1.909
H -1.755 -0.341 -3.094
H -3.972 0.458 -3.718
Cl 4.079 -1.095 -2.601
C 3.144 -2.597 -2.648
Cl 4.030 -3.908 -1.874
Cl 2.761 -3.022 -4.324
C 1.879 -2.376 -1.942
N 0.863 -2.159 -1.458
```

LUMO energy: -0.38 eV
E_HOMO: -7.675 eV
Kohn-Sham gap: 0.2682 hartree

---

10.
# C5H14

2 unconnected molecules or ions with the total composition C5H14 in a non-equilibrium geometry (the ωB97M-V functional and the def2-TZVPD basis, the Open Molecules 2025 dataset).

Geometry as XYZ:
```
19
C5H14 the ωB97M-V functional and the def2-TZVPD basis
C -2.562 0.565 2.324
C -3.590 0.685 1.214
H -2.457 -0.485 2.641
H -1.522 0.775 2.058
H -2.752 1.166 3.213
H -3.290 0.147 0.317
H -3.822 1.736 1.033
H -4.535 0.262 1.578
C 1.745 -1.047 -2.308
C 2.455 -0.016 -1.445
C 2.202 -0.184 0.048
H 0.787 -1.312 -1.859
H 1.532 -0.749 -3.338
H 2.287 -2.005 -2.337
H 3.504 0.119 -1.729
H 1.988 0.933 -1.713
H 2.483 0.753 0.549
H 2.677 -1.056 0.496
H 1.133 -0.122 0.183
```

LUMO energy (spin up / spin down): 4.12 / 4.12 eV
E_HOMO (spin up / spin down): 1.453 / -7.915 eV
net charge: -1
Kohn-Sham gap (spin up / spin down): 0.0981 / 0.4424 hartree
spin multiplicity: 2
<S²>: 0.750